DFT (ωB97M-V/def2-TZVPD) results for a structure of composition C3H4NdO3.

- lowest unoccupied orbital energy (spin up / spin down) (eV) = -9.05 / -8.94
- strongest force on any atom (eV Å⁻¹) = 6.7
- 2S+1 = 5
- electronic energy (eV) = -24574.8867
- frontier orbital gap (spin up / spin down) (eV) = 8.2 / 8.4
- total charge = +2
- molecular weight (g mol⁻¹) = 232.3
- energy relative to the best compared isomer or geometry (same formula, charge and spin) (kJ/mol) = 0.0
- HOMO (spin up / spin down) (eV) = -17.29 / -17.30
- <S²> = 6.003

```
11
C3H4NdO3, DFT ωB97M-V/def2-TZVPD
O -1.21 -0.68 1.68
C -1.61 -0.55 0.54
C -0.93 0.22 -0.52
H -1.08 -0.29 -1.48
H -1.22 1.28 -0.52
H -2.69 -0.22 0.34
Nd 1.13 -1.00 2.38
O 0.46 0.05 -0.08
C 1.38 0.48 -0.96
O 2.52 0.29 -0.37
H 3.24 0.42 -1.00
```

=====

DFT (ωB97M-V/def2-TZVPD) results for an isolated molecule of C3H4O2.

- lowest unoccupied orbital energy (eV) = 0.12
- strongest force on any atom (eV Å⁻¹) = 7.9
- SMILES string = O=C/C=C/O
- electronic energy (eV) = -7268.5985
- frontier orbital gap (eV) = 9.3
- molecular weight (g mol⁻¹) = 72.1
- energy relative to the best compared isomer or geometry (same formula, charge and spin) (kJ/mol) = 201.4
- HOMO (eV) = -9.22

```
9
C3H4O2, DFT ωB97M-V/def2-TZVPD
O 2.73 0.06 0.17
C 1.58 -0.29 -0.04
C 0.44 0.48 0.21
C -0.90 -0.16 0.12
O -1.99 0.62 0.14
H 1.30 -1.17 -0.47
H 0.45 1.51 0.24
H -0.89 -1.18 -0.05
H -2.73 0.13 -0.33
```

=====

DFT (ωB97M-V/def2-TZVPD) results for a cluster of 2 separate species, C3H4O2 in total.

- lowest unoccupied orbital energy (spin up / spin down) (eV) = -0.14 / 0.29
- strongest force on any atom (eV Å⁻¹) = 3.2
- electronic energy (eV) = -7261.5046
- frontier orbital gap (spin up / spin down) (eV) = 8.4 / 9.4
- molecular weight (g mol⁻¹) = 72.1
- energy relative to the best compared isomer or geometry (same formula, charge and spin) (kJ/mol) = 885.9
- HOMO (spin up / spin down) (eV) = -8.49 / -9.10

```
9
C3H4O2, DFT ωB97M-V/def2-TZVPD
C 1.44 -0.58 -0.70
C 1.32 0.37 0.18
C -1.42 0.50 0.47
O -2.28 -0.15 -0.45
O -1.88 -0.73 0.76
H 2.21 -0.64 -1.42
H 0.81 -1.44 -0.59
H 1.50 1.32 0.67
H -1.70 1.35 1.09
```

=====

DFT (ωB97M-V/def2-TZVPD) results for an isolated molecule of C3H4O2.

- lowest unoccupied orbital energy (spin up / spin down) (eV) = 0.39 / 0.22
- strongest force on any atom (eV Å⁻¹) = 2.1
- electronic energy (eV) = -7265.8866
- frontier orbital gap (spin up / spin down) (eV) = 8.0 / 7.0
- molecular weight (g mol⁻¹) = 72.1
- energy relative to the best compared isomer or geometry (same formula, charge and spin) (kJ/mol) = 463.1
- HOMO (spin up / spin down) (eV) = -7.60 / -6.83

```
9
C3H4O2, DFT ωB97M-V/def2-TZVPD
C -0.04 -0.56 -1.51
C 0.81 -0.71 -0.52
C 0.39 0.16 0.59
O -0.92 0.12 0.95
O 0.95 1.35 0.82
H -1.13 -0.26 -1.66
H 1.80 -1.09 -0.51
H -0.98 -0.83 0.95
H 0.26 1.90 1.17
```

=====

DFT (ωB97M-V/def2-TZVPD) results for an isolated molecule of C3H4O2.

- lowest unoccupied orbital energy (eV) = 1.04
- strongest force on any atom (eV Å⁻¹) = 1.6
- SMILES string = O=C[C@H]1CO1
- electronic energy (eV) = -7267.5633
- frontier orbital gap (eV) = 11.2
- molecular weight (g mol⁻¹) = 72.1
- energy relative to the best compared isomer or geometry (same formula, charge and spin) (kJ/mol) = 301.3
- HOMO (eV) = -10.17

```
9
C3H4O2, DFT ωB97M-V/def2-TZVPD
O 1.70 0.61 -0.60
C 1.16 -0.13 0.19
C -0.14 0.34 0.70
C -0.92 -0.19 -0.44
O -1.32 -0.40 0.90
H 1.50 -1.17 0.38
H -0.25 1.41 0.91
H -1.10 0.65 -1.11
H -0.62 -1.12 -0.93
```

=====

DFT (ωB97M-V/def2-TZVPD) results for a structure of composition C3H4O2.

- lowest unoccupied orbital energy (eV) = 0.61
- strongest force on any atom (eV Å⁻¹) = 5.0
- electronic energy (eV) = -7266.4079
- frontier orbital gap (eV) = 9.8
- molecular weight (g mol⁻¹) = 72.1
- energy relative to the best compared isomer or geometry (same formula, charge and spin) (kJ/mol) = 412.8
- HOMO (eV) = -9.20

```
9
C3H4O2, DFT ωB97M-V/def2-TZVPD
C 0.51 0.33 -0.10
C 1.27 -0.77 -0.12
C -0.62 -0.59 0.25
O 0.26 -1.68 0.18
O -1.79 -0.71 -0.38
H 0.64 1.38 -0.17
H 2.29 -1.07 -0.28
H -0.93 -0.16 1.82
H -2.18 0.17 -0.53
```

=====

DFT (ωB97M-V/def2-TZVPD) results for a cluster of 2 separate species, C3H4O2 in total.

- lowest unoccupied orbital energy (eV) = -0.19
- strongest force on any atom (eV Å⁻¹) = 6.4
- SMILES string = C=C=O.C=O
- electronic energy (eV) = -7267.4604
- frontier orbital gap (eV) = 8.6
- molecular weight (g mol⁻¹) = 72.1
- energy relative to the best compared isomer or geometry (same formula, charge and spin) (kJ/mol) = 311.2
- HOMO (eV) = -8.75

```
9
C3H4O2, DFT ωB97M-V/def2-TZVPD
C -0.66 -1.84 0.01
C -0.83 -0.60 -0.14
O -1.62 0.29 -0.08
H -0.96 -2.17 0.99
H 0.24 -2.36 -0.32
C 0.93 1.68 -0.07
O 0.89 0.46 -0.27
H 1.69 2.18 0.58
H 0.32 2.36 -0.69
```

=====

DFT (ωB97M-V/def2-TZVPD) results for a structure of composition C3H4O2.

- lowest unoccupied orbital energy (eV) = 0.78
- strongest force on any atom (eV Å⁻¹) = 4.7
- electronic energy (eV) = -7267.2869
- frontier orbital gap (eV) = 10.6
- molecular weight (g mol⁻¹) = 72.1
- energy relative to the best compared isomer or geometry (same formula, charge and spin) (kJ/mol) = 328.0
- HOMO (eV) = -9.78

```
9
C3H4O2, DFT ωB97M-V/def2-TZVPD
C 0.11 -0.47 -0.09
C -1.24 -1.55 -1.01
C 0.29 1.07 0.48
O -1.04 -1.27 0.23
O -0.19 -0.83 -1.48
H 1.05 -0.92 0.37
H -0.64 1.55 0.26
H 0.96 1.39 -0.25
H 0.70 1.04 1.48
```

=====

DFT (ωB97M-V/def2-TZVPD) results for an isolated molecule of C3H4O2.

- lowest unoccupied orbital energy (eV) = 0.31
- strongest force on any atom (eV Å⁻¹) = 0.6
- SMILES string = CC(=O)C=O
- electronic energy (eV) = -7269.7328
- frontier orbital gap (eV) = 10.0
- molecular weight (g mol⁻¹) = 72.1
- energy relative to the best compared isomer or geometry (same formula, charge and spin) (kJ/mol) = 92.0
- HOMO (eV) = -9.74

```
9
C3H4O2, DFT ωB97M-V/def2-TZVPD
C -0.93 -0.60 -0.31
C 0.54 -0.28 -0.18
O 1.41 -0.85 -0.79
C 0.88 0.96 0.65
O 0.58 2.01 0.15
H -1.09 -1.64 -0.03
H -1.26 -0.48 -1.35
H -1.55 0.05 0.32
H 1.39 0.91 1.64
```

=====

DFT (ωB97M-V/def2-TZVPD) results for a structure of composition C3H4O2Ru.

- lowest unoccupied orbital energy (spin up / spin down) (eV) = -5.08 / -7.68
- strongest force on any atom (eV Å⁻¹) = 2.9
- 2S+1 = 6
- electronic energy (eV) = -9836.9054
- frontier orbital gap (spin up / spin down) (eV) = 8.2 / 5.5
- total charge = +1
- molecular weight (g mol⁻¹) = 173.1
- energy relative to the best compared isomer or geometry (same formula, charge and spin) (kJ/mol) = 191.3
- HOMO (spin up / spin down) (eV) = -13.32 / -13.19
- <S²> = 8.779

```
10
C3H4O2Ru, DFT ωB97M-V/def2-TZVPD
C -1.41 0.74 -0.20
C -1.78 0.16 0.97
O 1.07 -1.07 0.42
C 1.96 -1.51 -0.34
O 2.28 -0.43 -1.21
H -2.07 1.58 -0.49
H -2.81 -0.16 1.19
H 3.12 -0.55 -1.66
Ru 0.62 0.80 -0.51
H -0.98 0.42 1.82
```

=====

DFT (ωB97M-V/def2-TZVPD) results for a structure of composition C3H4O2Ru.

- lowest unoccupied orbital energy (spin up / spin down) (eV) = -15.80 / -18.20
- strongest force on any atom (eV Å⁻¹) = 4.2
- 2S+1 = 6
- electronic energy (eV) = -9804.7960
- frontier orbital gap (spin up / spin down) (eV) = 9.7 / 7.1
- total charge = +3
- molecular weight (g mol⁻¹) = 173.1
- energy relative to the best compared isomer or geometry (same formula, charge and spin) (kJ/mol) = 388.6
- HOMO (spin up / spin down) (eV) = -25.46 / -25.28
- <S²> = 8.759

```
10
C3H4O2Ru, DFT ωB97M-V/def2-TZVPD
C 0.10 0.04 -0.95
C -0.45 -1.09 -1.13
H -1.01 -1.24 0.36
H -0.35 -1.86 -1.88
O 1.19 0.79 -0.97
H 1.47 1.04 -1.86
C -0.89 -0.29 1.56
O -0.20 0.59 0.96
Ru 1.21 2.01 1.31
H -1.09 0.01 2.60
```

=====

DFT (ωB97M-V/def2-TZVPD) results for a structure of composition C3H4O2S.

- lowest unoccupied orbital energy (eV) = 0.63
- strongest force on any atom (eV Å⁻¹) = 4.1
- electronic energy (eV) = -18104.6838
- frontier orbital gap (eV) = 10.4
- molecular weight (g mol⁻¹) = 104.1
- energy relative to the best compared isomer or geometry (same formula, charge and spin) (kJ/mol) = 133.3
- HOMO (eV) = -9.74

```
10
C3H4O2S, DFT ωB97M-V/def2-TZVPD
C -0.17 -0.70 1.27
C 0.32 -0.96 -0.22
C -0.35 0.38 -0.44
O 0.04 -1.09 2.37
O -0.91 0.45 0.92
S 0.91 1.74 -0.51
H 1.38 -1.24 -0.43
H -0.37 -1.67 -0.72
H -1.01 0.44 -1.38
H 0.16 2.66 -0.84
```

=====

DFT (ωB97M-V/def2-TZVPD) results for a structure of composition C3H4O2S.

- lowest unoccupied orbital energy (eV) = 0.45
- strongest force on any atom (eV Å⁻¹) = 4.5
- electronic energy (eV) = -18103.7334
- frontier orbital gap (eV) = 10.0
- molecular weight (g mol⁻¹) = 104.1
- energy relative to the best compared isomer or geometry (same formula, charge and spin) (kJ/mol) = 225.0
- HOMO (eV) = -9.60

```
10
C3H4O2S, DFT ωB97M-V/def2-TZVPD
C -0.77 -0.35 0.53
C 0.84 0.01 0.84
C -0.65 -0.43 -0.98
O -1.66 -0.41 1.27
O 0.60 2.12 -0.74
S 0.92 0.71 -0.87
H 0.92 0.87 1.50
H 1.49 -0.82 1.08
H -0.10 -1.44 -1.14
H -1.59 -0.26 -1.50
```

=====

DFT (ωB97M-V/def2-TZVPD) results for an isolated molecule of C3H4O2S.

- lowest unoccupied orbital energy (eV) = 0.26
- strongest force on any atom (eV Å⁻¹) = 5.8
- SMILES string = O=C1CSCO1
- electronic energy (eV) = -18104.5890
- frontier orbital gap (eV) = 9.7
- molecular weight (g mol⁻¹) = 104.1
- energy relative to the best compared isomer or geometry (same formula, charge and spin) (kJ/mol) = 142.4
- HOMO (eV) = -9.44

```
10
C3H4O2S, DFT ωB97M-V/def2-TZVPD
O -0.16 1.18 -1.99
C -0.20 0.41 -1.01
C 0.01 1.16 0.29
S 0.10 -0.12 1.59
C -0.16 -1.53 0.28
O 0.24 -0.90 -1.02
H 1.01 1.79 0.29
H -0.77 1.90 0.53
H -1.10 -1.95 0.14
H 0.68 -2.31 0.32
```

=====

DFT (ωB97M-V/def2-TZVPD) results for an isolated molecule of C3H4O2S2.

- lowest unoccupied orbital energy (eV) = -1.41
- strongest force on any atom (eV Å⁻¹) = 3.9
- SMILES string = O=C(CO)C(=S)S
- electronic energy (eV) = -28938.6881
- frontier orbital gap (eV) = 7.7
- molecular weight (g mol⁻¹) = 136.2
- energy relative to the best compared isomer or geometry (same formula, charge and spin) (kJ/mol) = 228.2
- HOMO (eV) = -9.08

```
11
C3H4O2S2, DFT ωB97M-V/def2-TZVPD
O 0.19 -1.67 -0.37
C 0.17 -0.48 -0.11
C 1.26 0.49 0.04
O 2.56 -0.13 -0.13
C -1.24 0.03 -0.17
S -1.61 1.60 -0.18
S -2.58 -1.13 0.00
H 0.91 1.51 -0.64
H 1.25 0.94 1.14
H 2.71 -1.05 0.37
H -3.63 -0.10 0.06
```

=====

DFT (ωB97M-V/def2-TZVPD) results for a structure of composition C3H4O2V.

- lowest unoccupied orbital energy (spin up / spin down) (eV) = -11.67 / -11.03
- strongest force on any atom (eV Å⁻¹) = 5.6
- 2S+1 = 4
- electronic energy (eV) = -32936.6715
- frontier orbital gap (spin up / spin down) (eV) = 9.6 / 10.6
- total charge = +2
- molecular weight (g mol⁻¹) = 123.0
- energy relative to the best compared isomer or geometry (same formula, charge and spin) (kJ/mol) = 0.0
- HOMO (spin up / spin down) (eV) = -21.29 / -21.66
- <S²> = 3.757

```
10
C3H4O2V, DFT ωB97M-V/def2-TZVPD
O 1.13 0.09 0.03
V -0.68 0.66 -0.08
O 3.36 -0.08 0.01
C 2.24 -0.26 -0.16
C -2.35 -1.04 0.27
C -2.93 0.06 -0.24
H -1.99 -1.85 -0.38
H -2.26 -1.18 1.35
H -3.08 0.17 -1.32
H -3.34 0.84 0.41
```

=====

DFT (ωB97M-V/def2-TZVPD) results for an isolated molecule of C3H4O3.

- lowest unoccupied orbital energy (eV) = 0.04
- strongest force on any atom (eV Å⁻¹) = 0.8
- SMILES string = O=CC(O)C=O
- electronic energy (eV) = -9316.6216
- frontier orbital gap (eV) = 10.1
- molecular weight (g mol⁻¹) = 88.1
- energy relative to the best compared isomer or geometry (same formula, charge and spin) (kJ/mol) = 200.6
- HOMO (eV) = -10.10

```
10
C3H4O3, DFT ωB97M-V/def2-TZVPD
O 0.73 -0.57 1.66
C 1.14 -0.28 0.55
C 0.12 0.02 -0.54
O -0.45 -1.29 -0.59
C -0.96 1.02 -0.15
O -1.13 2.07 -0.72
H 2.18 -0.46 0.25
H 0.55 0.30 -1.50
H -0.55 -1.50 0.37
H -1.63 0.68 0.67
```

=====

DFT (ωB97M-V/def2-TZVPD) results for a structure of composition C3H4O3.

- lowest unoccupied orbital energy (eV) = 0.70
- strongest force on any atom (eV Å⁻¹) = 4.7
- electronic energy (eV) = -9316.7228
- frontier orbital gap (eV) = 10.7
- molecular weight (g mol⁻¹) = 88.1
- energy relative to the best compared isomer or geometry (same formula, charge and spin) (kJ/mol) = 190.8
- HOMO (eV) = -10.00

```
10
C3H4O3, DFT ωB97M-V/def2-TZVPD
C 1.27 -0.10 -0.10
C -0.54 -1.03 -0.13
C -0.19 0.44 0.29
O 2.29 0.45 -0.14
O 0.83 -1.30 -0.32
O -0.74 1.50 -0.47
H -0.79 -1.59 0.66
H -1.17 -1.19 -1.02
H -0.46 0.48 1.37
H -0.50 2.33 -0.13
```

=====

DFT (ωB97M-V/def2-TZVPD) results for a structure of composition C3H4O3.

- lowest unoccupied orbital energy (eV) = 0.55
- strongest force on any atom (eV Å⁻¹) = 0.4
- electronic energy (eV) = -9314.9837
- frontier orbital gap (eV) = 9.3
- molecular weight (g mol⁻¹) = 88.1
- energy relative to the best compared isomer or geometry (same formula, charge and spin) (kJ/mol) = 358.6
- HOMO (eV) = -8.74

```
10
C3H4O3, DFT ωB97M-V/def2-TZVPD
O -1.32 -0.86 0.45
C -0.65 -0.13 -0.44
C -0.13 1.28 0.07
O 1.14 0.61 0.52
C 0.69 -0.51 0.05
O 1.22 -1.65 0.34
H 0.48 -2.28 0.22
H -0.92 -0.15 -1.52
H -0.66 1.62 0.96
H 0.13 2.07 -0.64
```

=====

DFT (ωB97M-V/def2-TZVPD) results for a structure of composition C3H4O3.

- lowest unoccupied orbital energy (eV) = 0.87
- strongest force on any atom (eV Å⁻¹) = 0.6
- electronic energy (eV) = -9315.1565
- frontier orbital gap (eV) = 10.9
- molecular weight (g mol⁻¹) = 88.1
- energy relative to the best compared isomer or geometry (same formula, charge and spin) (kJ/mol) = 342.0
- HOMO (eV) = -10.03

```
10
C3H4O3, DFT ωB97M-V/def2-TZVPD
O 0.40 1.31 -0.77
C 0.79 0.50 0.19
C 0.42 -0.97 -0.13
O -0.95 -0.72 -0.54
C -1.15 0.51 -0.04
O -0.55 0.75 1.11
H 1.73 0.70 0.73
H 0.96 -1.39 -0.99
H 0.46 -1.64 0.74
H -2.11 0.96 -0.30
```